Molecular formula: C14H19N
Method: DFT, wB97M-V/def2-TZVPD

Values from the calculation:
E = -16315.18370 eV
ΔE to the lowest compared entry with this formula, charge and spin = 31.32 kJ/mol
SMILES = CC(=C1CCN(C)CC1)c1ccccc1
Max |F| = 2.8 eV Å⁻¹
LUMO = 0.9 eV

```
34
Properties=species:S:1:pos:R:3:forces:R:3
C 2.3205 -0.5472 -1.4898 0.807 0.004 1.123
C 1.1824 -0.5751 -0.5172 -1.386 2.331 0.500
C 0.4628 0.5564 -0.1492 1.029 -1.952 0.055
C -0.6988 0.5029 0.8789 0.941 -0.843 -0.766
C -1.8269 1.3499 0.3847 -0.143 2.462 -0.330
N -1.4231 2.7699 0.2374 0.216 0.631 0.680
C -2.4551 3.7901 -0.1034 1.531 -1.693 -0.646
C 0.0146 3.0663 0.0285 -0.647 -0.856 -0.072
C 0.7386 1.9361 -0.7552 -0.847 -0.046 0.489
C 0.8853 -1.9304 0.0039 -0.248 0.488 -0.619
C 0.9460 -2.1921 1.3630 -0.324 -0.706 -0.453
C 0.5895 -3.4612 1.8222 -0.038 0.601 1.097
C 0.1982 -4.4590 0.9548 -0.409 -0.174 -0.573
C 0.1556 -4.1845 -0.4164 0.214 0.328 -0.570
C 0.5035 -2.9160 -0.9176 0.091 -1.196 1.782
H 2.1329 -1.0979 -2.3915 -0.055 -0.497 -0.398
H 2.6107 0.4411 -1.7670 -0.007 0.802 -0.297
H 3.2112 -0.9561 -0.9610 -0.455 -0.110 -0.548
H -0.3638 0.7498 1.9175 -0.306 0.156 -0.841
H -1.1151 -0.5121 0.9198 0.404 0.045 0.099
H -2.6263 1.3048 1.1074 -0.528 0.034 0.300
H -2.2467 1.0359 -0.5775 0.153 -0.658 -0.048
H -2.6902 3.6700 -1.1769 -0.489 0.286 0.241
H -2.0474 4.7810 0.0380 0.123 0.230 0.135
H -3.3401 3.6793 0.5177 -0.091 -0.119 -0.011
H 0.5263 3.1948 0.9959 -0.048 0.022 -0.108
H 0.1475 3.9974 -0.5286 -0.231 -0.013 0.070
H 0.4158 1.9636 -1.8019 -0.085 -0.066 0.057
H 1.7953 2.1544 -0.7607 0.454 0.046 0.042
H 1.2337 -1.3804 2.0128 0.016 -0.094 0.269
H 0.5387 -3.6102 2.9079 0.189 -0.168 -0.453
H -0.1444 -5.4294 1.3287 0.267 0.371 -0.131
H -0.1442 -4.9534 -1.1334 0.044 0.148 0.335
H 0.5130 -2.7388 -1.9717 -0.142 0.206 -0.410
```
Forces are in eV/Å.

Results of the Mulliken charge analysis, in e, for atoms 1 through 4:
1. C -1.8203
2. C 0.2520
3. C 0.2387
4. C -0.4642

***

Molecular formula: C14H19N3O
Method: DFT, wB97M-V/def2-TZVPD

Values from the calculation:
E = -21343.30240 eV
ΔE to the lowest compared entry with this formula, charge and spin = 244.56 kJ/mol
SMILES = CCN(CC)CCc1nc(-c2ccccc2)no1
Max |F| = 1.2 eV Å⁻¹
LUMO = 0.8 eV

```
37
Properties=species:S:1:pos:R:3:forces:R:3
C 1.7268 0.8181 -4.5059 -0.229 -0.172 0.065
C 0.5496 -0.0691 -4.1117 0.192 0.175 -0.031
N 0.4631 -0.2631 -2.6739 0.067 -0.018 -0.013
C 1.4634 -1.1654 -2.1307 0.082 0.073 0.219
C 1.8008 -0.8081 -0.6871 0.006 -0.122 -0.243
C -0.8846 -0.5216 -2.2127 -0.179 0.214 0.002
C -1.5313 0.7656 -1.6538 -0.006 -0.230 -0.189
C -1.1116 0.9934 -0.2558 -0.029 -0.158 0.608
N -1.3655 0.2321 0.7643 -0.177 -0.118 -0.439
C -0.7471 0.8756 1.8019 0.130 0.550 -1.018
C -0.7740 0.3759 3.1624 -0.018 -0.203 0.571
C -1.4234 -0.8262 3.4370 0.094 0.181 -0.132
C -1.4610 -1.3079 4.7318 -0.051 -0.105 0.071
C -0.8573 -0.5982 5.7559 0.038 0.050 0.039
C -0.2101 0.5996 5.4845 -0.005 -0.043 0.063
C -0.1664 1.0874 4.1928 -0.033 -0.034 -0.092
N -0.1481 1.9749 1.4206 0.272 0.002 1.142
O -0.3783 2.0600 0.0809 -0.291 -0.196 -0.731
H 2.6786 0.3246 -4.3301 0.125 -0.006 -0.006
H 1.7036 1.7373 -3.9257 0.009 0.092 0.031
H 1.6612 1.0646 -5.5620 0.075 0.033 -0.152
H 0.6151 -1.0326 -4.6479 -0.125 0.058 0.006
H -0.3689 0.4298 -4.4301 -0.013 -0.088 -0.031
H 1.1391 -2.2184 -2.1905 0.050 0.038 -0.086
H 2.3675 -1.0648 -2.7321 -0.030 -0.070 -0.018
H 2.0736 0.2428 -0.6242 0.025 0.093 0.030
H 2.6366 -1.4084 -0.3390 0.094 -0.100 0.119
H 0.9559 -0.9867 -0.0267 -0.086 -0.008 0.111
H -1.5174 -0.9023 -3.0267 0.069 -0.035 0.082
H -0.8807 -1.2739 -1.4207 -0.028 -0.005 -0.066
H -1.2364 1.6207 -2.2589 -0.088 -0.004 -0.086
H -2.6179 0.6562 -1.6703 0.016 0.112 0.041
H -1.8900 -1.3633 2.6255 -0.041 -0.049 -0.037
H -1.9651 -2.2406 4.9441 -0.019 -0.035 0.006
H -0.8901 -0.9755 6.7672 -0.001 -0.032 0.085
H 0.2599 1.1506 6.2852 0.043 0.057 0.060
H 0.3303 2.0168 3.9623 0.066 0.106 0.019
```
Forces are in eV/Å.

Results of the Mulliken charge analysis, in e, for atoms 1 through 4:
1. C -1.2636
2. C -0.6955
3. N 0.5531
4. C -0.6018

***

Molecular formula: C14H19N3O7
Method: DFT, wB97M-V/def2-TZVPD

Values from the calculation:
E = -33630.45463 eV
ΔE to the lowest compared entry with this formula, charge and spin = 0.00 kJ/mol
SMILES = CNC(=O)[C@@H](NC(C)=O)[C@@H](C)O.O=C(O)c1cccc(C(=O)O)n1
Max |F| = 2.5 eV Å⁻¹
LUMO = -0.2 eV

```
43
Properties=species:S:1:pos:R:3:forces:R:3
C -2.8885 0.3507 5.4515 -0.066 -0.215 -0.387
N -1.6760 0.2251 4.6443 0.355 0.547 0.715
C -1.5976 -0.5109 3.5281 -0.481 -0.843 -0.604
O -2.5537 -1.1373 3.0796 0.205 0.260 0.067
C -0.2682 -0.4973 2.7722 0.351 -0.532 -0.127
N 0.0366 -1.8235 2.1974 -1.485 1.681 0.598
C 1.1827 -2.5024 2.2173 1.404 -1.037 -0.024
C 2.3661 -1.9752 3.0041 -0.242 0.000 -0.138
O 1.2874 -3.5622 1.6223 -0.130 -0.105 -0.131
C -0.3510 0.5832 1.6802 0.262 0.048 -0.333
C 0.9883 0.8188 0.9832 -0.422 -0.157 0.165
O -1.3008 0.2395 0.6997 0.005 -0.108 -0.229
H -2.6946 0.9590 6.3360 0.134 -0.070 -0.193
H -3.2285 -0.6386 5.7653 -0.002 0.110 -0.037
H -3.6799 0.8167 4.8605 0.008 -0.056 0.100
H -0.8541 0.7202 4.9527 -0.080 -0.114 -0.047
H 0.5105 -0.2072 3.4737 0.256 -0.111 -0.033
H -0.7030 -2.2594 1.6641 -0.028 0.074 0.016
H 3.1956 -2.6721 2.8897 -0.197 0.046 -0.035
H 2.0992 -1.9082 4.0557 0.082 0.190 0.167
H 2.6630 -1.0035 2.6201 0.087 0.203 0.153
H -0.6596 1.5200 2.1457 0.001 0.221 0.359
H 1.2825 -0.0684 0.4212 0.009 0.017 0.022
H 1.7530 1.0615 1.7198 0.084 0.033 -0.003
H 0.8943 1.6563 0.2946 0.059 -0.034 -0.032
H -2.0949 -0.0980 1.1324 -0.117 -0.043 0.036
O 1.3162 3.3002 -2.1590 -1.092 -1.016 -0.158
C 0.4754 2.4626 -2.4676 0.653 1.331 0.825
O -0.7066 2.3438 -1.8062 0.967 -0.425 -1.109
C 0.7506 1.5373 -3.6142 -0.584 -1.751 -1.612
C 2.0112 1.5157 -4.2424 0.046 0.377 0.379
C 2.2493 0.6630 -5.3187 -0.875 0.033 0.435
C 1.2064 -0.1533 -5.7518 -0.263 -0.364 -0.279
C -0.0449 -0.1188 -5.1057 1.052 1.643 1.508
C -1.1726 -0.9909 -5.5720 -0.366 -1.042 -1.404
O -1.0417 -1.6139 -6.6193 -0.350 0.670 1.369
O -2.3079 -1.0616 -4.8241 1.332 0.477 -0.286
N -0.2282 0.7189 -4.0612 -0.187 -0.033 0.110
H -0.6902 2.9913 -1.0892 0.075 0.106 -0.015
H 2.7983 2.1724 -3.8835 -0.175 -0.062 0.015
H 3.2192 0.6392 -5.8102 -0.234 0.002 0.123
H 1.3557 -0.8238 -6.5932 -0.122 0.068 0.137
H -2.8990 -1.6686 -5.2926 0.071 -0.017 -0.085
```
Forces are in eV/Å.

Results of the Mulliken charge analysis, in e, for atoms 1 through 4:
1. C -0.8877
2. N -0.1318
3. C 0.1521
4. O -0.6718

***

Molecular formula: C14H19NO3
Method: DFT, wB97M-V/def2-TZVPD

Values from the calculation:
E = -22443.37456 eV
ΔE to the lowest compared entry with this formula, charge and spin = 1656.05 kJ/mol
SMILES = COCCNCC#CCOc1ccc(OC)cc1
Max |F| = 17.9 eV Å⁻¹
LUMO = 0.8 eV

```
37
Properties=species:S:1:pos:R:3:forces:R:3
C -2.5450 -4.3907 -2.5328 4.696 2.311 -6.092
O -2.0053 -3.6641 -1.6311 3.755 2.591 3.308
C -2.7692 -3.3997 -0.5891 0.355 7.864 4.629
C -3.8173 -2.1444 -0.8535 2.545 -0.323 -2.832
N -3.3404 -0.7647 -1.4491 0.681 -1.338 4.125
C -2.5549 0.0291 -0.1706 3.084 -0.776 -8.413
C -1.1501 -0.4310 -0.1106 0.817 -1.229 2.094
C -0.0335 -0.8565 0.1617 -3.891 1.622 -1.722
C 1.2056 -1.3673 0.5103 5.257 -2.474 -0.653
O 2.4585 -0.6829 -0.1275 -1.767 2.204 1.446
C 2.6092 0.7421 0.2107 -11.572 -6.474 7.488
C 3.3684 1.5027 -0.3862 6.316 -6.108 -8.019
C 3.8716 2.5814 0.0344 3.211 12.133 0.069
C 3.0682 3.3902 0.8928 -0.149 -2.695 3.304
O 3.5092 4.5614 1.3811 1.283 0.945 -2.909
C 2.7611 5.3979 2.1757 4.550 -2.996 5.768
C 2.0498 2.6788 1.7626 9.511 -7.879 -12.913
C 1.5801 1.4001 1.3468 8.124 1.656 -4.156
H -1.7526 -4.5281 -3.2704 0.301 -0.975 -0.087
H -3.1614 -3.9269 -3.1546 -3.578 2.860 -2.451
H -2.9714 -5.1976 -2.3553 -3.473 -7.820 2.728
H -3.2563 -4.1924 -0.1450 -1.280 -1.959 0.776
H -2.1366 -2.7973 0.3018 -0.886 -2.329 -2.169
H -4.3887 -2.5590 -1.6468 -1.495 0.055 -0.433
H -4.3177 -1.8194 -0.0153 -1.564 -0.215 1.946
H -2.5776 -1.0635 -2.0147 0.972 0.146 -0.915
H -2.4116 0.9827 -0.7008 -0.751 0.283 0.876
H -3.2025 0.0044 0.5753 -2.252 -0.043 3.692
H 1.2873 -1.3036 1.6465 0.345 -0.491 -1.443
H 1.4899 -2.4901 0.0248 -1.311 2.909 1.791
H 4.0554 0.7803 -1.1112 -1.616 2.128 1.188
H 4.7597 3.1792 -0.7130 -2.664 -1.778 2.762
H 3.3509 6.2804 2.4480 -0.674 0.100 -0.902
H 2.8890 4.7659 3.2561 -0.665 1.754 -1.742
H 1.7615 5.3929 2.1332 -3.724 0.638 -1.274
H 1.4384 3.0183 2.2610 -10.096 7.385 9.680
H 0.8783 0.8916 1.8550 -2.398 -1.681 1.456
```
Forces are in eV/Å.

Results of the Mulliken charge analysis, in e, for atoms 1 through 4:
1. C -1.4249
2. O -0.2285
3. C -0.3448
4. C -0.9290

***

Molecular formula: C14H20BN9O6P2Tl
Method: DFT, wB97M-V/def2-TZVPD

Values from the calculation:
E = -64476.26913 eV
<S²> = 0.768
Multiplicity = 2
Max |F| = 3.3 eV Å⁻¹
Total charge = +2
LUMO (alpha / beta) = -5.9 / -10.7 eV

```
53
Properties=species:S:1:pos:R:3:forces:R:3
Tl -0.0602 0.2123 0.0322 1.554 -0.331 0.356
C -3.0511 3.3187 0.1624 0.013 -0.330 0.136
C -1.8343 2.8310 -0.3187 -0.391 0.180 0.220
N -1.5998 1.6367 0.2077 -1.475 1.154 0.311
N -2.6319 1.3237 1.0306 -0.245 -0.200 0.111
C -3.5148 2.3325 1.0139 0.129 0.679 -0.457
B -2.6249 0.0269 1.8825 1.567 0.275 -0.742
N -1.3672 0.0353 2.7696 -0.318 -0.010 0.221
C -1.2363 0.0065 4.1020 0.529 -0.035 0.786
C 0.1090 -0.0031 4.4198 -0.154 -0.004 -0.346
C 0.7593 0.0239 3.1871 -0.287 -0.021 0.266
N -0.1340 0.0458 2.2052 0.024 -0.122 0.822
N -2.5308 -1.2059 0.9514 -0.341 -0.106 0.077
C -3.3432 -2.2697 0.8590 0.157 -0.443 -0.417
C -2.8349 -3.1374 -0.0876 -0.037 0.141 0.113
C -1.6695 -2.5247 -0.5402 -0.289 0.039 0.240
N -1.4976 -1.3695 0.0920 -1.163 -1.124 0.113
N -3.9102 -0.0311 2.6833 -2.216 -0.112 -1.841
C -5.1629 -0.0641 2.1777 2.934 -0.145 -1.486
C -6.0543 -0.0867 3.2358 -1.213 0.108 2.665
C -5.2434 -0.0386 4.3881 -1.115 -0.009 -0.588
N -3.9967 0.0493 4.0132 0.528 0.117 1.723
H -3.5231 4.2488 -0.0809 -0.070 0.148 -0.006
H -1.1348 3.2698 -1.0047 0.147 -0.009 -0.171
H -4.4144 2.3218 1.5941 -0.151 0.036 0.191
H -2.1020 -0.0013 4.7419 0.456 0.005 -0.045
H 0.5472 -0.0291 5.3962 0.071 0.002 0.156
H 1.8081 0.0179 2.9654 0.195 0.017 -0.074
H -4.2238 -2.3729 1.4591 -0.143 -0.065 0.161
H -3.2457 -4.0745 -0.4016 -0.076 -0.175 -0.035
H -0.9613 -2.8583 -1.2726 0.143 -0.007 -0.154
H -5.3463 -0.0810 1.1227 -0.065 0.020 -0.369
H -7.1245 -0.0761 3.2041 -0.312 -0.040 -0.160
H -5.5344 0.0026 5.4183 -0.008 -0.034 0.239
N 3.0152 -0.1750 -3.0721 0.118 -0.609 -0.178
C 2.4862 1.0887 -2.5040 -1.191 0.390 1.033
C 3.1783 2.2925 -3.0698 0.243 0.367 -0.158
P 0.6421 1.1545 -2.8604 0.143 -0.148 -0.401
O 0.7406 0.6261 -4.3719 0.143 -0.149 0.209
O 0.0708 2.4912 -2.7055 0.097 0.283 -0.097
O 0.0278 0.0172 -2.0429 0.095 -0.254 -1.647
P 2.5106 0.9125 -0.6604 0.764 -0.138 -0.156
O 4.0302 1.2062 -0.3722 0.096 0.074 -0.223
O 1.5345 1.8462 0.0025 0.457 0.579 -0.170
O 2.1165 -0.5266 -0.3718 0.545 -0.158 -0.072
H 2.6769 -0.2803 -4.0419 0.168 -0.060 0.205
H 2.6542 -0.9519 -2.4888 0.191 0.053 -0.223
H 4.0445 -0.1840 -3.0532 -0.271 -0.102 -0.048
H 3.0424 2.3488 -4.1516 0.008 0.008 -0.003
H 4.2440 2.2885 -2.8401 0.040 0.009 0.008
H 2.7346 3.1883 -2.6381 0.033 0.022 -0.010
H 0.0808 1.0379 -4.9322 -0.233 0.144 -0.439
H 4.2649 1.4108 0.5351 0.176 0.087 0.355
```
Forces are in eV/Å.

Results of the Mulliken charge analysis, in e, for atoms 1 through 4:
1. Tl 2.3535
2. C -1.3863
3. C -0.1401
4. N -0.8254